# 1
14
Properties=species:S:1:pos:R:3:lowdin_charge:R:1 method="wB97M-V/def2-TZVPD" energy_ha=-270.4674 smiles=C#C[C@@H](C)CO homo_ev=-10.15 relative_energy_kcal_mol=56.8 orbital_gap_ev=11.15
C 2.39 0.21 -0.58 0.144
C 1.20 0.30 -0.41 -0.127
C -0.22 -0.05 -0.35 -0.381
C -0.49 -1.52 0.06 -0.054
C -0.97 0.90 0.56 -0.253
O -0.53 2.21 0.23 -0.061
H 3.42 -0.05 -0.74 0.038
H -0.61 0.10 -1.36 0.152
H -0.36 -1.69 1.14 0.083
H 0.19 -2.19 -0.47 0.075
H -1.52 -1.85 -0.19 0.083
H -2.02 0.73 0.35 0.126
H -0.78 0.67 1.62 0.128
H 0.41 2.10 0.03 0.047

---

# 2
14
Properties=species:S:1:pos:R:3:lowdin_charge:R:1 method="wB97M-V/def2-TZVPD" energy_ha=-270.4662 smiles="OC1=CC=CC1.[H][H]" homo_ev=-8.06 relative_energy_kcal_mol=57.5 orbital_gap_ev=8.91
O -2.04 -0.53 -0.85 0.063
C -0.86 -0.35 -0.21 -0.412
C 0.07 -1.26 0.16 -0.069
C 1.19 -0.53 0.74 -0.130
C 0.93 0.80 0.71 -0.167
C -0.52 1.00 0.35 -0.169
H -2.14 -1.48 -1.03 0.117
H 0.04 -2.33 0.00 0.107
H 2.11 -0.99 1.06 0.103
H 1.60 1.61 1.00 0.100
H -0.78 1.86 -0.26 0.124
H -1.07 1.05 1.30 0.141
H 0.46 0.39 -1.66 0.103
H 1.01 0.76 -1.29 0.090

---

# 3
14
Properties=species:S:1:pos:R:3:lowdin_charge:R:1 method="wB97M-V/def2-TZVPD" energy_ha=-270.3848 homo_ev=-8.63 relative_energy_kcal_mol=108.6 orbital_gap_ev=8.88
O 1.53 0.53 -1.29 -0.013
C 0.91 0.68 -0.04 -0.375
C -0.49 1.32 0.12 -0.163
C -0.81 0.32 1.25 0.113
C -0.63 -1.42 -0.08 -0.055
C 0.33 -0.52 0.74 -0.345
H 0.92 0.09 -1.89 0.079
H 1.64 1.21 0.58 0.149
H -1.14 1.19 -0.75 0.120
H -0.56 2.37 0.43 0.107
H -1.68 -1.10 0.03 0.077
H -0.39 -1.39 -1.15 0.085
H -0.58 -2.44 0.28 0.089
H 0.96 -1.11 1.41 0.131

---

# 4
14
Properties=species:S:1:pos:R:3:lowdin_charge:R:1 method="wB97M-V/def2-TZVPD" energy_ha=-270.4114 homo_ev=-8.79 relative_energy_kcal_mol=91.9 orbital_gap_ev=9.53
O -0.56 2.60 0.24 0.042
C -0.33 1.40 -0.11 -0.479
C -1.10 0.16 0.18 -0.123
C -0.31 -1.11 -0.17 -0.251
C 1.04 -1.16 0.55 -0.110
C 0.85 1.85 -0.62 0.180
H -1.38 0.19 1.24 0.132
H -2.06 0.20 -0.36 0.132
H -0.90 -2.00 0.08 0.107
H -0.17 -1.14 -1.26 0.111
H 1.66 -1.99 0.20 0.073
H 0.90 -1.26 1.63 0.080
H 1.59 -0.23 0.36 0.048
H 0.94 2.20 -1.65 0.058

---

no.,lowest unoccupied orbital energy (eV)
1,1.0
2,0.8
3,0.3
4,0.7